Model A:
Molecular formula: C6H10S
Method: DFT, wB97M-V/def2-TZVPD

Structure (XYZ):
```
17
Properties=species:S:1:pos:R:3
C 0.44480 1.10721 -0.87614
C -0.63174 -1.10131 -2.49975
C 1.43468 1.34940 0.21729
C -0.77722 0.25324 1.30962
C -0.17752 -1.04477 1.41901
C -0.05591 1.37558 0.54187
S 0.20817 -0.77151 -1.06228
H -0.75654 -2.11423 -2.62199
H -1.46982 -0.53976 -2.73095
H 1.88781 0.53700 0.77141
H 1.89957 2.40648 -0.00597
H -1.69535 0.19824 0.60166
H -1.10702 0.63784 2.28176
H 0.71055 -1.35914 1.88275
H -0.86393 -1.82685 1.32595
H -0.48009 2.34517 0.65787
H 1.42957 -1.45259 -1.21213
```

Charge: 0

=====

Model B:
Molecular formula: C6H10S
Method: DFT, wB97M-V/def2-TZVPD

Structure (XYZ):
```
17
Properties=species:S:1:pos:R:3
C 0.21829 1.79890 0.89864
C 0.35704 0.68281 1.54905
C -0.56300 1.68399 -0.30082
C -0.46711 0.17520 -0.40792
C -1.70399 -0.74248 -0.47160
C 1.70504 -1.76129 -0.45674
S 1.07876 -0.24559 -1.24250
H 0.55251 2.89035 1.24650
H 0.83367 0.14515 2.34413
H -1.61960 2.04078 -0.06820
H -0.21269 2.21781 -1.16600
H -2.37669 -0.38327 -1.16211
H -2.17962 -0.69451 0.47551
H -1.37996 -1.65984 -0.63783
H 2.75949 -1.87063 -0.68353
H 1.13577 -2.59198 -0.57920
H 1.86210 -1.68541 0.66262
```

Charge: 0

=====

The data favor model B; the next most stable structure lies 88.0 kcal/mol above it.

=====

Model A:
Molecular formula: C4HClNO2
Method: DFT, wB97M-V/def2-TZVPD

Structure (XYZ):
```
9
Properties=species:S:1:pos:R:3
C -0.53899 0.14166 -0.20401
C -1.64031 1.01862 -0.26322
C -0.85281 1.26183 -1.47551
C 2.38972 -1.20033 -1.59142
N 0.37711 0.81435 -0.98718
O 3.16929 -0.49445 -2.07398
O 1.76170 -2.04352 -1.10537
Cl -3.27899 0.76941 0.00906
H -0.55289 -1.01446 -0.26537
```

Charge: -1

=====

Model B:
Molecular formula: C4HClNO2
Method: DFT, wB97M-V/def2-TZVPD

Structure (XYZ):
```
9
Properties=species:S:1:pos:R:3
C 0.96904 0.26120 0.14340
C 0.87020 1.56047 -0.44211
C -0.34320 0.85555 -0.73349
C -1.07835 -1.56546 -0.06529
N 0.17253 -0.41952 -0.81912
O -1.55690 -2.25908 -0.88894
O -1.26082 -1.26074 1.06072
Cl 0.94301 3.02280 0.62644
H 1.28450 -0.19523 1.11838
```

Charge: -1

=====

The data favor model A; the next most stable structure lies 4.0 kcal/mol above it.

=====

Model A:
Molecular formula: C4H8O2
Method: DFT, wB97M-V/def2-TZVPD

Structure (XYZ):
```
14
Properties=species:S:1:pos:R:3
O 0.14898 -0.01567 -1.04286
C -0.92765 -0.27998 -1.53559
O -1.05432 -1.21275 -2.48571
C -2.23567 0.34910 -1.18666
H -0.16095 -1.50874 -2.72159
H -2.98530 0.21756 -1.96070
H -2.08659 1.41141 -1.00593
H -2.60726 -0.07390 -0.25299
C 1.61205 -0.38401 1.85044
C 2.35675 0.74879 2.21523
H 1.35954 -1.15247 2.57274
H 1.33267 -0.54271 0.80693
H 2.79108 0.84956 3.20433
H 2.45668 1.59379 1.54237
```

Charge: +1
Spin multiplicity: 2
<S²>: 0.752

=====

Model B:
Molecular formula: C4H8O2
Method: DFT, wB97M-V/def2-TZVPD

Structure (XYZ):
```
14
Properties=species:S:1:pos:R:3
O -2.25225 0.94939 -0.51353
C -1.96119 -0.09747 0.12991
C -0.65436 -0.71810 0.00988
C 0.42469 0.28935 -0.07262
C 1.83486 -0.13422 -0.28485
H -3.11312 1.33972 -0.27927
H -2.67949 -0.47307 0.86827
H -0.72285 -1.39543 -0.86851
H -0.56322 -1.40416 0.87693
H 0.18029 1.35025 -0.00212
H 2.03570 -0.25484 -1.36429
H 1.99492 -1.12950 0.16983
O 2.77531 0.80364 0.18699
H 2.70071 0.87443 1.14339
```

Charge: +1
Spin multiplicity: 2
<S²>: 0.754

=====

Model C:
Molecular formula: C4H8O2
Method: DFT, wB97M-V/def2-TZVPD

Structure (XYZ):
```
14
Properties=species:S:1:pos:R:3
C -0.66282 2.13024 -0.96596
C -1.12013 1.34279 -2.04131
O -0.70229 0.15213 -2.24993
H -1.14065 3.08146 -0.77061
H 0.04640 1.71173 -0.26691
H -1.73046 1.77741 -2.82699
H -0.10534 -0.12418 -1.51336
C 1.28181 -0.62652 2.71070
C 0.37196 -1.08248 1.85600
O 0.63674 -1.77594 0.70580
H 0.97208 -0.29015 3.68315
H 2.33426 -0.60201 2.45719
H -0.66326 -0.79668 1.97463
H 1.49733 -1.56921 0.32420
```

Charge: +1
Spin multiplicity: 2
<S²>: 0.756

=====

The data favor model A; the next most stable structure lies 7.0 kcal/mol above it.